i) 19
Properties=species:S:1:pos:R:3:lowdin_charge:R:1 method="wB97M-V/def2-TZVPD" total_charge=0 gap_ha=0.451 smiles=CCC.CC
C 0.1899 -0.2022 2.6989 -0.121
C 0.3553 -1.1669 1.5268 -0.302
C 1.3459 -0.4798 0.5517 -0.139
H 0.4391 -0.5749 3.6152 0.032
H -0.8706 0.1036 2.5883 0.083
H 0.8226 0.6317 2.4768 0.054
H 0.8174 -2.1604 1.8536 0.109
H -0.6678 -1.5050 1.1308 0.110
H 2.3339 -0.2068 0.9612 0.087
H 1.5838 -1.1708 -0.2121 0.048
H 0.9347 0.3485 0.0669 0.026
C -0.3927 1.1116 -2.7437 -0.172
C -1.3779 0.4906 -1.6876 -0.215
H 0.6598 0.9779 -2.4074 0.049
H -0.5836 0.4906 -3.6917 0.086
H -0.4853 2.2038 -2.6966 0.057
H -2.4905 0.5440 -1.9145 0.062
H -1.1351 -0.6083 -1.3352 0.085
H -1.4791 1.1728 -0.7814 0.062

ii) 19
Properties=species:S:1:pos:R:3:lowdin_charge:R:1 method="wB97M-V/def2-TZVPD" total_charge=0 gap_ha=0.452 smiles=CCC.CC
C 0.0819 1.1972 -1.9133 -0.114
C 0.4434 1.2935 -0.4261 -0.325
C 1.7877 0.6378 -0.0665 -0.120
H 0.3964 0.1959 -2.2441 0.067
H 0.6818 1.9035 -2.4609 0.060
H -0.9849 1.3046 -2.1154 0.068
H 0.4219 2.3477 -0.0938 0.104
H -0.3488 0.8500 0.1865 0.054
H 1.9184 -0.2840 -0.6216 0.065
H 2.5460 1.3948 -0.2667 0.069
H 1.7265 0.4798 1.0143 0.058
C -1.8524 -1.2199 1.1605 -0.169
C -0.4061 -1.7476 1.1842 -0.162
H -2.4925 -1.6396 0.3802 0.063
H -2.4545 -1.5319 2.0311 0.060
H -1.8894 -0.1302 1.1310 0.046
H -0.2573 -2.7410 1.6132 0.060
H 0.2969 -1.1576 1.7457 0.047
H -0.2216 -1.9112 0.1085 0.070

iii) 19
Properties=species:S:1:pos:R:3:lowdin_charge:R:1 method="wB97M-V/def2-TZVPD" total_charge=0 gap_ha=0.452 smiles=CCC.CC
C -0.3941 -0.8120 0.1831 -0.096
C -1.8687 -0.4132 -0.1382 -0.294
C -2.9080 -1.3881 0.4845 -0.122
H 0.2490 -0.2782 -0.5052 0.028
H -0.2194 -0.3075 1.1352 0.066
H -0.3882 -1.8895 0.2824 0.067
H -2.0288 -0.2813 -1.1977 0.084
H -2.1115 0.5344 0.3367 0.086
H -3.3048 -0.8918 1.3822 0.064
H -2.5467 -2.3212 0.9079 0.059
H -3.7558 -1.5112 -0.1804 0.059
C 2.1382 1.6011 0.2629 -0.175
C 2.6286 0.8054 -0.9342 -0.178
H 2.9275 2.2320 0.6835 0.063
H 1.3009 2.2482 0.0191 0.066
H 1.9036 0.9309 1.0934 0.054
H 2.9887 1.4858 -1.7115 0.064
H 1.9230 0.1205 -1.3911 0.037
H 3.4665 0.1358 -0.7126 0.068

How do the energies compare? Relative to the most stable structure, in kcal/mol: i) 19.0; ii) 0.0; iii) 2.5.

i) 19
Properties=species:S:1:pos:R:3:lowdin_charge:R:1 method="wB97M-V/def2-TZVPD" total_charge=0 gap_ha=0.435 smiles=CCC.CC
C 0.6513 0.2801 2.0032 -0.134
C 0.4840 -1.2341 2.5044 -0.263
C 0.2384 -1.8484 1.0658 -0.176
H 1.3925 0.4001 1.3563 -0.003
H 1.1034 0.8955 2.8143 0.069
H -0.3122 0.7556 1.8063 0.078
H 1.4488 -1.7139 2.8790 0.102
H -0.3658 -1.5665 3.1787 0.104
H 0.3378 -3.0085 1.0755 0.083
H -0.7960 -1.6221 0.7822 0.051
H 0.9835 -1.3250 0.3220 0.086
C -0.0813 1.5576 -2.0814 -0.193
C -1.2444 0.9060 -2.8253 -0.183
H 0.5464 0.8115 -1.6054 0.044
H 0.6621 2.1416 -2.7460 0.073
H -0.4262 2.5899 -1.6806 0.091
H -1.7695 1.5063 -3.4598 0.018
H -1.9487 0.5362 -2.0589 0.064
H -0.9043 -0.0620 -3.3304 0.089

ii) 19
Properties=species:S:1:pos:R:3:lowdin_charge:R:1 method="wB97M-V/def2-TZVPD" total_charge=0 gap_ha=0.450 smiles=CCC.CC
C -1.5621 -0.8249 0.3626 -0.111
C -2.2203 -0.0709 1.5070 -0.325
C -1.9394 1.4221 1.5666 -0.128
H -0.7761 -0.1694 -0.0183 0.049
H -1.0931 -1.7556 0.6450 0.063
H -2.2856 -0.9950 -0.4349 0.070
H -1.9560 -0.4946 2.4788 0.095
H -3.2868 -0.2538 1.5229 0.091
H -2.0600 1.8080 2.5747 0.062
H -2.6327 2.0524 0.9846 0.073
H -0.9388 1.6790 1.2151 0.063
C 2.7087 -0.5833 -2.2295 -0.176
C 2.5213 0.0416 -0.8416 -0.167
H 3.2139 -1.5434 -2.1905 0.054
H 1.7745 -0.8111 -2.7489 0.061
H 3.3151 0.0644 -2.8584 0.057
H 2.0660 -0.6833 -0.1706 0.050
H 3.4596 0.3728 -0.4129 0.062
H 1.6919 0.7452 -0.9517 0.056

iii) 19
Properties=species:S:1:pos:R:3:lowdin_charge:R:1 method="wB97M-V/def2-TZVPD" total_charge=0 gap_ha=0.442 smiles=CCC.CC
C 1.0817 0.6343 1.6480 -0.110
C -0.3315 1.2116 1.4509 -0.324
C -0.4851 2.4836 0.6239 -0.134
H 1.2439 -0.3544 1.8294 0.021
H 1.6280 1.1481 2.4457 0.072
H 1.6987 0.8245 0.7518 0.075
H -1.0395 0.4566 1.0360 0.099
H -0.7963 1.4805 2.4102 0.090
H -0.5213 2.0124 -0.3818 0.073
H -1.3724 3.1319 0.8262 0.080
H 0.2448 3.2528 0.7318 0.052
C -0.2187 -2.8067 -1.3514 -0.137
C -0.0718 -1.4167 -2.0265 -0.170
H 0.4889 -2.9268 -0.5553 0.050
H -1.1714 -2.6286 -0.7726 0.082
H -0.2320 -3.4391 -2.1715 0.034
H 0.6269 -1.3646 -2.8213 0.043
H -1.0053 -1.0041 -2.4068 0.062
H 0.2325 -0.6952 -1.2665 0.041

iv) 19
Properties=species:S:1:pos:R:3:lowdin_charge:R:1 method="wB97M-V/def2-TZVPD" total_charge=0 gap_ha=0.426 smiles=CCC.CC
C 0.8949 1.4092 1.0997 -0.101
C -0.5216 1.9740 0.8702 -0.261
C -1.1592 1.4035 -0.4421 -0.107
H 1.1406 1.6155 2.1253 0.062
H 0.8096 0.3598 0.7694 0.049
H 1.6606 1.7917 0.4212 0.071
H -0.6266 2.9657 1.0556 0.058
H -1.0803 1.5200 1.6633 0.084
H -0.7952 0.4720 -0.8854 0.010
H -1.3750 2.1731 -1.1687 0.059
H -2.0653 0.7561 -0.4659 0.076
C 0.3580 -1.7211 -1.3605 -0.151
C 0.4420 -2.3294 0.0171 -0.181
H -0.3983 -0.9653 -1.2575 0.022
H 1.3713 -1.5564 -1.7263 0.087
H -0.1042 -2.4165 -1.9675 0.038
H 0.5132 -3.4012 0.0594 0.052
H 1.3494 -1.9966 0.5278 0.059
H -0.4139 -2.0539 0.6646 0.076

How do the energies compare? Relative to the most stable structure, in kcal/mol: i) 37.2; ii) 0.0; iii) 17.2; iv) 34.1.

i) 19
Properties=species:S:1:pos:R:3:lowdin_charge:R:1 method="wB97M-V/def2-TZVPD" total_charge=0 gap_ha=0.460 smiles=CCC.CC
C 1.0616 1.1441 -0.0140 -0.141
C 1.8349 -0.1689 -0.1433 -0.298
C 2.8503 -0.3170 1.0281 -0.116
H 0.1197 0.8583 0.5257 0.052
H 0.7055 1.6972 -0.9421 0.084
H 1.5117 1.9539 0.5974 0.070
H 1.1126 -0.9952 -0.1687 0.092
H 2.4125 -0.1343 -1.0272 0.076
H 2.4636 -0.1686 2.0285 0.066
H 3.3976 -1.2496 0.8635 0.069
H 3.5457 0.4844 1.0150 0.049
C -2.2167 -0.9425 -0.2080 -0.169
C -3.0127 0.2086 -0.7479 -0.161
H -1.8628 -1.6086 -0.9771 0.061
H -1.3198 -0.5609 0.2589 0.025
H -2.7634 -1.6040 0.4506 0.069
H -2.5569 0.8485 -1.4648 0.057
H -3.3898 0.8023 0.0660 0.061
H -3.8937 -0.2478 -1.1405 0.053

ii) 19
Properties=species:S:1:pos:R:3:lowdin_charge:R:1 method="wB97M-V/def2-TZVPD" total_charge=0 gap_ha=0.449 smiles=CCC.CC
C -1.5353 0.4667 -0.4195 -0.131
C -1.2517 0.2298 1.1561 -0.232
C -0.7778 1.5899 2.0140 -0.090
H -1.9906 1.4103 -0.4934 0.023
H -2.2299 -0.3449 -0.7112 0.067
H -0.5076 0.5780 -1.0883 0.109
H -2.2647 0.1175 1.5054 0.064
H -0.3985 -0.5750 1.3504 0.107
H -0.9177 2.5073 1.4593 0.046
H -1.5510 1.7669 2.6886 0.017
H 0.1667 1.6269 2.5437 0.052
C 1.7935 -1.1833 -2.0292 -0.153
C 1.5606 -1.1595 -0.5000 -0.166
H 2.4854 -1.9655 -2.3190 0.056
H 0.8993 -1.3732 -2.5542 0.034
H 2.0991 -0.1449 -2.3432 0.082
H 2.3473 -0.6965 0.0257 0.047
H 1.5837 -2.0837 0.0181 0.045
H 0.4892 -0.7667 -0.3034 0.026

iii) 19
Properties=species:S:1:pos:R:3:lowdin_charge:R:1 method="wB97M-V/def2-TZVPD" total_charge=0 gap_ha=0.454 smiles=CCC.CC
C -0.1961 2.1314 0.7035 -0.114
C 0.4435 1.2908 1.8504 -0.299
C 1.7458 0.6236 1.3987 -0.125
H 0.5548 2.8245 0.3352 0.069
H -1.0550 2.6625 1.1146 0.064
H -0.5685 1.4201 -0.0291 0.046
H 0.5425 1.9043 2.7217 0.085
H -0.2435 0.4718 2.0419 0.088
H 1.8318 0.5983 0.3070 0.067
H 2.6686 0.9395 1.8172 0.050
H 1.6856 -0.4503 1.5985 0.063
C -0.8666 -1.9733 -2.4880 -0.167
C -1.0035 -1.6987 -0.9992 -0.174
H -1.4312 -1.2113 -3.0323 0.062
H 0.1633 -1.8156 -2.8068 0.061
H -1.2365 -2.9512 -2.7814 0.061
H -2.0465 -1.6014 -0.6975 0.065
H -0.4590 -2.4048 -0.3694 0.063
H -0.5295 -0.7602 -0.6848 0.036

How do the energies compare? Relative to the most stable structure, in kcal/mol: i) 5.2; ii) 36.1; iii) 0.0.

i) 9
Properties=species:S:1:pos:R:3:lowdin_charge:R:1 method="wB97M-V/def2-TZVPD" total_charge=0 gap_ha=0.394 smiles="O=C1NC(=O)N1O"
O 2.1414 -0.2051 -0.1063 0.145
C 0.9636 -0.4055 -0.1717 -0.410
N -0.0019 -1.4874 -0.2186 0.167
C -1.0634 -0.4791 -0.5069 -0.427
O -2.2251 -0.4922 -0.6197 0.167
N -0.0814 0.5505 -0.4245 0.008
O -0.0305 1.9957 -0.3548 0.044
H -0.1045 -2.4491 -0.6235 0.165
H -0.8750 2.3108 0.0881 0.140

ii) 9
Properties=species:S:1:pos:R:3:lowdin_charge:R:1 method="wB97M-V/def2-TZVPD" total_charge=0 gap_ha=0.392 smiles="O=Cn1o[nH]c1=O"
O -2.6452 0.1305 0.0503 0.120
C -1.5800 0.6339 -0.0113 -0.294
N -0.3886 0.0131 -0.1488 0.067
O -0.0585 -1.3855 -0.0655 0.023
N 1.2684 -1.0490 0.1553 0.125
C 0.9800 0.3101 0.0418 -0.444
O 1.6297 1.3338 0.0816 0.103
H -1.2360 1.6600 -0.0598 0.152
H 2.0302 -1.6468 -0.0436 0.149

iii) 9
Properties=species:S:1:pos:R:3:lowdin_charge:R:1 method="wB97M-V/def2-TZVPD" total_charge=0 gap_ha=0.367 smiles="O=c1cnon1O"
O 1.6942 -0.3519 -1.2059 0.115
C 0.8596 -0.0119 -0.3989 -0.314
C 0.7651 1.0857 0.6538 -0.038
N -0.3249 1.0477 1.2841 0.058
O -1.1727 0.0894 0.8520 -0.034
N -0.4084 -0.7459 -0.0277 -0.061
O -1.2443 -1.0843 -1.1013 0.045
H 1.4914 1.8827 0.8322 0.128
H -1.6601 -1.9115 -0.8883 0.101

iv) 9
Properties=species:S:1:pos:R:3:lowdin_charge:R:1 method="wB97M-V/def2-TZVPD" total_charge=0 gap_ha=0.363
H 1.5862 -1.8675 0.8148 0.136
N 1.5377 -1.3122 -0.2411 0.086
C 0.4885 -0.4969 -0.3557 -0.512
N -0.5637 -0.3860 0.5215 -0.027
O -1.2597 0.6408 0.4939 0.138
C -0.7739 1.3170 -0.5687 -0.381
O -1.0433 2.4545 -0.9496 0.163
O 0.2207 0.4955 -1.1364 0.195
H -0.1926 -0.8452 1.4214 0.202

How do the energies compare? Relative to the most stable structure, in kcal/mol: i) 0.0; ii) 41.7; iii) 58.7; iv) 36.4.

i) 9
Properties=species:S:1:pos:R:3:lowdin_charge:R:1 method="wB97M-V/def2-TZVPD" total_charge=+1 gap_ha=0.435 smiles="C#[N+]S(N)(=O)=O"
C -1.2690 1.9108 -0.2395 0.171
N -0.6786 1.1294 0.2736 0.113
S 0.9267 -0.2380 0.0402 0.762
N -0.0223 -1.5547 0.0902 0.004
O 1.3309 0.2602 -1.1999 -0.174
O 1.6152 -0.0862 1.2935 -0.189
H -1.8714 2.6457 -0.5679 0.089
H -0.3578 -2.0973 -0.6593 0.103
H 0.3262 -1.9699 0.9693 0.121

ii) 9
Properties=species:S:1:pos:R:3:lowdin_charge:R:1 method="wB97M-V/def2-TZVPD" total_charge=+1 gap_ha=0.417
C 0.6828 -1.9598 -1.4396 0.145
N 0.3344 -1.1015 -0.7741 0.104
N 0.2780 1.5013 0.7223 0.024
O -1.8495 0.7049 -0.2053 -0.173
O -1.0190 -0.2801 1.8829 -0.145
S -0.7940 0.3603 0.6683 0.748
H 0.9755 -2.6320 -2.1096 0.063
H 0.4418 1.9372 -0.1757 0.130
H 0.9500 1.4698 1.4310 0.104

How do the energies compare? Relative to the most stable structure, in kcal/mol: i) 2.9; ii) 0.0.

i) 10
Properties=species:S:1:pos:R:3:mulliken_spin:R:1 method="wB97M-V/def2-TZVPD" s_squared=2.02 spin_multiplicity=3 total_charge=0 gap_ha="0.253 / 0.268"
C -0.1390 1.6748 -0.3745 1.619
C -1.2016 -0.3966 0.0798 0.043
C 0.9553 0.6137 -0.1570 -0.045
C 0.2771 -0.6979 0.2165 0.040
S -1.6749 1.2518 0.0546 0.063
S -2.3647 -1.6118 0.1651 0.190
H 1.6228 0.6296 -1.0250 0.039
H 1.5932 1.1301 0.5955 0.048
H 0.3039 -1.2214 1.1793 0.005
H 0.6280 -1.3724 -0.7343 -0.002

ii) 10
Properties=species:S:1:pos:R:3:mulliken_spin:R:1 method="wB97M-V/def2-TZVPD" s_squared=2.01 spin_multiplicity=3 total_charge=0 gap_ha="0.211 / 0.249"
C -2.7032 -0.1919 -0.3411 0.047
C -1.5219 -0.3368 -0.1594 -0.014
C 0.0087 -0.3638 -0.2805 0.217
C 1.1635 0.0353 0.7039 0.216
S 0.8548 -1.7341 0.5290 1.460
S 2.6886 0.7662 -0.0824 0.070
H -3.8266 -0.1185 -0.2823 -0.003
H 0.3292 -0.0443 -1.2795 0.022
H 1.1398 0.2996 1.7589 -0.018
H 1.8669 1.6883 -0.5667 0.004

How do the energies compare? Relative to the most stable structure, in kcal/mol: i) 0.0; ii) 64.4.